Record 1
# C24H29N5OP2S2

5 unconnected molecules or ions with the total composition C24H29N5OP2S2 (the ωB97M-V functional and the def2-TZVPD basis, OMol25).

Summary:
Maximum force, Eh/bohr: 0.035
LUMO energy, hartree: 0.000
Orbital gap, eV: 8.68
SMILES: CCSCP(N=C=S)[PH2]=O.c1ccncc1.c1ccncc1.c1ccncc1.c1ccncc1
HOMO level, Ha: -0.3188

The geometry in XYZ format:
```
63
C24H29N5OP2S2 (the ωB97M-V functional and the def2-TZVPD basis)
C -2.914 -2.555 -1.739
C -1.519 -2.964 -2.287
S -0.255 -3.177 -1.006
C -0.443 -4.903 -0.506
P -1.903 -5.110 0.621
N -2.956 -6.411 -0.036
C -2.280 -7.409 -0.239
S -1.625 -8.808 -0.490
P -0.893 -5.926 2.415
O 0.580 -6.057 2.234
H -3.651 -3.342 -1.891
H -3.245 -1.662 -2.266
H -2.861 -2.349 -0.673
H -1.146 -2.170 -2.928
H -1.633 -3.895 -2.839
H -0.522 -5.550 -1.381
H 0.465 -5.141 0.053
H -1.503 -7.142 2.799
H -1.144 -4.954 3.405
C 3.139 1.146 0.098
C 2.641 -0.021 -0.457
C 1.472 0.051 -1.198
N 0.794 1.179 -1.404
C 1.286 2.292 -0.862
C 2.449 2.331 -0.107
H 4.051 1.134 0.683
H 3.146 -0.969 -0.321
H 1.048 -0.838 -1.649
H 0.714 3.196 -1.043
H 2.803 3.266 0.309
C 5.284 6.384 -3.193
C 5.110 5.040 -2.911
C 4.574 4.690 -1.681
N 4.220 5.574 -0.750
C 4.394 6.862 -1.037
C 4.917 7.319 -2.237
H 5.697 6.700 -4.142
H 5.381 4.276 -3.627
H 4.420 3.650 -1.418
H 4.095 7.558 -0.259
H 5.033 8.379 -2.417
C -3.786 -8.474 6.084
C -4.739 -7.485 6.270
C -5.390 -6.978 5.155
N -5.149 -7.386 3.911
C -4.231 -8.337 3.749
C -3.525 -8.912 4.795
H -3.256 -8.896 6.928
H -4.974 -7.114 7.258
H -6.143 -6.205 5.258
H -4.056 -8.648 2.724
H -2.790 -9.682 4.603
C 0.623 9.845 -2.404
C -0.757 9.827 -2.288
C -1.349 8.758 -1.630
N -0.665 7.744 -1.105
C 0.661 7.775 -1.227
C 1.350 8.798 -1.861
H 1.124 10.661 -2.909
H -1.365 10.623 -2.697
H -2.426 8.707 -1.516
H 1.194 6.936 -0.793
H 2.428 8.769 -1.929
```

Partial atomic charges computed with the Mulliken method, in multiples of e: C -1.030; C -0.436; S -0.163; C -0.830; P 0.174; N -0.378; C 0.431; S -0.285; P 0.435; O -0.642; H 0.280; H 0.336; H 0.306; H 0.397; H 0.362; H 0.441; H 0.476; H 0.030; H 0.105; C -0.303; C -0.409; C -0.024; N -0.571; C -0.313; C -0.514; H 0.394; H 0.380; H 0.277; H 0.439; H 0.613; C -0.227; C -0.589; C -0.038; N -0.404; C -0.323; C -0.371; H 0.395; H 0.369; H 0.318; H 0.499; H 0.413; C -0.248; C -0.329; C -0.213; N -0.534; C -0.338; C -0.294; H 0.381; H 0.354; H 0.370; H 0.485; H 0.371; C -0.515; C -0.267; C -0.308; N -0.513; C -0.258; C 0.165; H 0.369; H 0.366; H 0.343; H 0.466; H 0.127

=====

Record 2
# C12H36ClO16

7 unconnected molecules or ions with the total composition C12H36ClO16 (the ωB97M-V functional and the def2-TZVPD basis, OMol25).

Summary:
Maximum force, Eh/bohr: 0.051
Total charge: -1
LUMO energy, hartree: 0.093
Relative energy (zero: lowest compared OMol25 entry of this formula, charge and spin), eV: 1.173
Orbital gap, eV: 9.85
HOMO level, Ha: -0.2696

The geometry in XYZ format:
```
65
C12H36ClO16 (the ωB97M-V functional and the def2-TZVPD basis)
Cl -0.285 0.574 1.189
O 0.828 0.915 2.038
O -1.473 0.646 2.020
O -0.321 1.463 0.052
O -0.121 -0.744 0.689
C 1.638 -3.258 -0.764
C 0.445 -4.121 -0.477
O 0.453 -5.308 -1.265
O 2.833 -4.069 -0.756
H 1.867 -2.503 -0.006
H 1.502 -2.706 -1.703
H -0.514 -3.618 -0.574
H 0.495 -4.486 0.561
H 1.303 -5.739 -1.134
H 3.583 -3.491 -0.904
C -2.816 -0.312 -1.455
C -3.491 -1.642 -1.783
O -3.451 -2.018 -3.137
O -1.512 -0.355 -2.024
H -2.697 -0.152 -0.383
H -3.450 0.462 -1.889
H -4.549 -1.559 -1.509
H -3.152 -2.476 -1.160
H -2.540 -2.179 -3.401
H -0.833 -0.458 -1.342
C 3.999 -0.399 2.857
C 4.093 -0.505 1.356
O 5.416 -0.380 0.839
O 4.650 -1.429 3.622
H 2.951 -0.664 3.070
H 4.046 0.629 3.228
H 3.429 0.288 0.998
H 3.776 -1.502 1.051
H 5.693 0.535 0.763
H 5.421 -1.031 4.039
C -0.312 4.244 1.935
C -1.317 4.379 0.802
O -1.475 5.754 0.400
O 0.997 4.418 1.405
H -0.389 3.341 2.544
H -0.370 5.058 2.664
H -2.329 4.033 1.013
H -0.948 3.826 -0.065
H -0.622 6.176 0.566
H 1.184 3.728 0.756
C -2.841 -3.203 2.961
C -2.975 -4.056 1.706
O -2.068 -5.137 1.714
O -1.635 -2.432 2.845
H -2.810 -3.883 3.812
H -3.669 -2.489 2.969
H -3.004 -3.465 0.787
H -3.982 -4.491 1.812
H -1.209 -4.775 1.971
H -1.834 -1.491 2.917
C 0.484 4.648 -4.657
C 0.130 4.482 -3.188
O 0.427 3.166 -2.722
O 1.874 4.360 -4.833
H 0.142 5.533 -5.181
H -0.047 3.825 -5.161
H -0.939 4.675 -3.052
H 0.698 5.143 -2.529
H -0.392 2.727 -2.471
H 2.016 3.499 -4.423
```

Partial atomic charges computed with the Mulliken method, in multiples of e: Cl 1.339; O -0.698; O -0.739; O -0.411; O -0.453; C 0.259; C -0.202; O -0.602; O -0.594; H -0.152; H 0.303; H 0.206; H 0.134; H 0.335; H 0.307; C 0.031; C -0.664; O -0.573; O -0.550; H 0.143; H 0.271; H 0.379; H 0.201; H 0.345; H 0.256; C -0.448; C 0.334; O -0.608; O -0.537; H 0.137; H 0.429; H 0.214; H -0.134; H 0.323; H 0.279; C -0.575; C 0.362; O -0.589; O -0.579; H 0.144; H 0.404; H 0.280; H -0.139; H 0.306; H 0.366; C -0.561; C 0.467; O -0.537; O -0.360; H 0.260; H 0.402; H -0.400; H 0.330; H 0.348; H 0.209; C -0.545; C -0.183; O -0.427; O -0.556; H 0.378; H 0.259; H 0.354; H 0.214; H 0.190; H 0.318

=====

Record 3
# C5H2F6O2P2

2 unconnected molecules or ions with the total composition C5H2F6O2P2 (the ωB97M-V functional and the def2-TZVPD basis, OMol25).

Summary:
Maximum force, Eh/bohr: 0.066
LUMO energy (spin up / spin down), hartree: -0.014 / -0.068
Relative energy (zero: lowest compared OMol25 entry of this formula, charge and spin), eV: 0.000
Orbital gap (spin up / spin down), eV: 8.16 / 8.19
Spin multiplicity: 3
HOMO level (spin up / spin down), Ha: -0.3144 / -0.3693

The geometry in XYZ format:
```
17
C5H2F6O2P2 (the ωB97M-V functional and the def2-TZVPD basis)
C 1.459 1.291 0.149
C -1.176 -0.988 -1.317
C 2.075 -1.102 1.419
C 0.401 2.331 -0.084
C -2.540 -1.594 -0.993
O 2.599 1.368 -0.172
O -0.748 -0.514 -2.324
F 0.649 3.455 -0.727
F -0.656 1.723 -0.622
F -0.082 2.745 1.158
F -2.460 -2.279 0.125
F -3.392 -0.639 -0.752
F -3.086 -2.421 -1.832
P 0.525 -0.153 0.964
P 1.687 0.033 2.806
H 1.810 -2.292 1.502
H 2.934 -0.963 0.701
```

Partial atomic charges computed with the Mulliken method, in multiples of e: C 0.200; C 0.086; C -0.607; C 0.770; C 0.893; O -0.466; O -0.329; F -0.241; F -0.170; F -0.263; F -0.244; F -0.237; F -0.239; P 0.214; P -0.002; H 0.308; H 0.327

=====

Record 4
# C4H7NS

C4H7NS in the gas phase (the ωB97M-V functional and the def2-TZVPD basis, OMol25).

Summary:
Maximum force, Eh/bohr: 0.044
LUMO energy, hartree: -0.003
Relative energy (zero: lowest compared OMol25 entry of this formula, charge and spin), eV: 1.253
Orbital gap, eV: 8.28
SMILES: S=C1CCNC1
HOMO level, Ha: -0.3070

The geometry in XYZ format:
```
13
C4H7NS (the ωB97M-V functional and the def2-TZVPD basis)
S 0.051 -1.954 0.748
C 0.000 -0.395 0.215
C -1.061 0.624 0.483
C -0.512 1.906 -0.235
N 0.495 1.424 -1.234
C 1.077 0.185 -0.678
H -2.055 0.221 0.085
H -1.028 0.873 1.565
H -1.344 2.408 -0.706
H -0.056 2.585 0.464
H -0.040 1.311 -2.121
H 1.793 0.534 0.108
H 1.416 -0.546 -1.426
```

Partial atomic charges computed with the Mulliken method, in multiples of e: S -0.248; C 0.032; C -0.241; C -0.683; N -0.463; C -0.479; H 0.282; H 0.246; H 0.316; H 0.318; H 0.302; H 0.244; H 0.374

=====

Number 1: molecular weight 529.612 g mol⁻¹. Number 2: molecular weight 471.857 g mol⁻¹. Number 3: molecular weight 270.005 g mol⁻¹. Number 4: molecular weight 101.174 g mol⁻¹.